Arrangement i

Molecular formula: C18H24N2O2
Method: DFT, the ωB97M-V functional and the def2-TZVPD basis

Properties
Structure (SMILES)   CCN(CC)CCCNC(C)=C1C(=O)c2ccccc2C1=O
HOMO level   -8.306 eV

Element x y z (Å)
C  -6.074  -1.418  1.711
H  -5.667  -2.350  1.330
H  -5.367  -1.003  2.425
H  -7.007  -1.623  2.230
C  -6.321  -0.457  0.552
N  -5.110  -0.248  -0.223
C  -4.195  0.706  0.374
C  -2.745  0.269  0.151
C  -1.758  1.221  0.825
N  -0.413  0.742  0.648
C  0.668  1.425  0.293
C  1.870  0.740  0.152
C  1.994  -0.689  0.373
O  1.103  -1.470  0.701
H  -0.256  -0.260  0.796
C  3.414  -1.032  0.128
C  4.060  -2.250  0.197
C  5.420  -2.286  -0.088
C  6.107  -1.133  -0.432
C  5.457  0.095  -0.501
C  4.107  0.132  -0.219
C  3.168  1.291  -0.217
O  3.470  2.443  -0.476
H  5.985  0.997  -0.768
H  7.164  -1.188  -0.649
H  5.950  -3.227  -0.041
H  3.517  -3.144  0.466
C  0.574  2.896  0.060
H  0.175  3.395  0.942
H  -0.087  3.102  -0.782
H  1.559  3.295  -0.164
H  -1.985  1.282  1.898
H  -1.858  2.222  0.400
H  -2.622  -0.736  0.556
H  -2.530  0.225  -0.917
H  -4.382  0.745  1.449
H  -4.346  1.724  -0.024
C  -5.359  -0.007  -1.634
C  -5.577  -1.316  -2.387
H  -5.704  -1.118  -3.449
H  -4.717  -1.965  -2.248
H  -6.460  -1.835  -2.026
H  -4.484  0.491  -2.056
H  -6.224  0.661  -1.785
H  -7.073  -0.896  -0.105
H  -6.730  0.495  0.933

Charges in e, computed with Löwdin, in the same order as the atoms: C -0.082; H 0.075; H 0.061; H 0.069; C -0.263; N -0.207; C -0.216; C -0.155; C -0.180; N 0.073; C -0.202; C -0.051; C -0.297; O 0.061; H 0.118; C -0.093; C 0.001; C -0.071; C -0.070; C 0.002; C -0.090; C -0.310; O 0.073; H 0.119; H 0.103; H 0.103; H 0.118; C 0.009; H 0.097; H 0.097; H 0.070; H 0.132; H 0.115; H 0.122; H 0.115; H 0.113; H 0.128; C -0.264; C -0.083; H 0.069; H 0.074; H 0.062; H 0.107; H 0.119; H 0.106; H 0.120



Arrangement ii

Molecular formula: C18H24N2O2
Method: DFT, the ωB97M-V functional and the def2-TZVPD basis

Properties
Structure (SMILES)   C[C@H]1[C@H]2CC[C@H](/N=C/c3ccccc3O)C[C@H]2NC(=O)[C@@H]1C
HOMO level   -8.718 eV

Element x y z (Å)
O  -1.502  2.202  -3.609
N  1.761  -0.644  0.578
O  2.602  -2.514  2.475
C  -1.924  1.773  -2.549
C  2.869  -0.001  0.973
C  5.771  -1.314  3.807
C  5.951  -0.115  3.180
C  4.627  -2.071  3.631
C  4.973  0.289  2.283
C  3.679  -1.660  2.692
C  3.877  -0.474  1.970
N  -1.171  1.993  -1.466
C  -4.312  1.263  -3.261
C  -4.252  -0.952  -1.124
C  0.035  -0.908  -1.026
C  -0.104  1.125  0.542
C  -1.363  -1.096  -0.410
C  0.845  0.178  -0.262
C  -3.003  0.749  -2.642
C  -1.370  1.429  -0.209
C  -3.498  0.360  -1.165
C  -2.263  0.183  -0.272
H  1.907  -2.160  1.833
H  3.060  0.943  0.487
H  6.586  -1.753  4.392
H  6.794  0.509  3.361
H  4.414  -3.009  4.280
H  5.129  1.224  1.849
H  -0.586  2.810  -1.615
H  -4.819  0.391  -3.535
H  -4.088  1.816  -4.117
H  -4.974  1.801  -2.543
H  -4.145  -1.438  -0.146
H  -3.961  -1.611  -1.977
H  -5.320  -0.821  -1.303
H  -0.032  -0.439  -2.086
H  0.643  -1.808  -1.025
H  -0.290  0.771  1.549
H  0.392  2.028  0.676
H  -1.992  -1.807  -0.925
H  -1.162  -1.470  0.626
H  1.412  0.798  -0.973
H  -2.483  -0.089  -3.222
H  -1.942  2.199  0.414
H  -4.074  1.168  -0.762
H  -2.698  0.151  0.625

Charges in e, computed with Löwdin, in the same order as the atoms: O 0.049; N 0.053; O 0.018; C -0.478; C -0.026; C -0.101; C -0.089; C -0.018; C -0.052; C -0.246; C -0.145; N 0.128; C -0.037; C -0.071; C -0.136; C -0.089; C -0.111; C -0.321; C -0.205; C -0.312; C -0.287; C -0.238; H 0.098; H 0.113; H 0.113; H 0.097; H 0.152; H 0.095; H 0.171; H 0.057; H 0.060; H 0.105; H 0.091; H 0.099; H 0.077; H 0.136; H 0.101; H 0.129; H 0.089; H 0.090; H 0.130; H 0.133; H 0.183; H 0.168; H 0.132; H 0.092



Of them, arrangement ii has the lowest stability.



Arrangement i

Molecular formula: C6H11N4
Method: DFT, the ωB97M-V functional and the def2-TZVPD basis

Properties
Total charge   +1
HOMO level   -10.603 eV

Element x y z (Å)
C  -1.630  1.264  0.203
C  -0.199  1.025  0.053
C  -2.239  0.024  0.096
C  1.017  1.846  -0.035
C  1.275  -0.696  -0.603
C  2.057  -1.705  0.199
N  -0.041  -0.296  -0.137
N  -1.275  -0.948  0.077
N  -3.510  -0.450  -0.122
N  2.032  0.672  -0.300
H  0.955  2.427  -1.032
H  1.221  2.430  0.868
H  -2.197  2.151  0.379
H  3.101  -1.428  0.237
H  2.142  -2.673  -0.377
H  1.748  -2.027  1.137
H  -1.541  -1.915  -0.255
H  -4.334  0.232  0.094
H  -3.899  -1.418  -0.060
H  2.725  0.969  -0.985
H  2.595  0.517  0.562

Charges in e, computed with Löwdin, in the same order as the atoms: C 0.064; C -0.190; C -0.352; C 0.006; C -0.211; C -0.100; N -0.022; N 0.160; N 0.115; N 0.077; H 0.171; H 0.139; H 0.107; H 0.068; H 0.094; H 0.049; H 0.211; H 0.164; H 0.132; H 0.162; H 0.157



Arrangement ii

Molecular formula: C6H11N4
Method: DFT, the ωB97M-V functional and the def2-TZVPD basis

Properties
Total charge   +1
HOMO level (spin up / spin down)   -14.286 / -14.360 eV

Element x y z (Å)
C  0.430  -0.012  -0.044
C  -0.039  -1.410  1.849
C  -0.381  0.037  2.193
C  0.778  -1.305  0.578
C  0.647  -2.407  -0.492
C  -0.238  2.513  -2.743
N  -0.846  1.945  0.676
N  -0.879  2.296  -0.480
N  -0.196  0.635  0.847
N  -0.502  1.944  -1.527
H  0.382  -1.936  2.733
H  -1.050  -1.789  1.742
H  -1.424  0.117  2.282
H  0.251  0.453  2.972
H  1.953  -1.361  0.652
H  1.122  -1.888  -1.333
H  -0.403  -2.668  -0.683
H  1.154  -3.355  -0.083
H  -0.133  3.637  -2.542
H  0.520  2.103  -3.220
H  -1.147  2.451  -3.378

Charges in e, computed with Löwdin, in the same order as the atoms: C 0.116; C -0.113; C -0.073; C -0.361; C -0.068; C -0.015; N 0.151; N 0.010; N -0.076; N 0.097; H 0.144; H 0.123; H 0.111; H 0.142; H 0.195; H 0.078; H 0.085; H 0.119; H 0.151; H 0.056; H 0.128



Arrangement iii

Molecular formula: C6H11N4
Method: DFT, the ωB97M-V functional and the def2-TZVPD basis

Properties
Total charge   +1
HOMO level (spin up / spin down)   -12.099 / -12.099 eV

Element x y z (Å)
C  -2.352  0.537  -0.403
C  -1.427  0.164  -1.299
C  -1.572  0.998  0.813
C  2.179  0.264  -0.486
C  0.985  0.299  -1.370
C  1.423  -1.973  0.271
N  -0.259  0.771  0.506
N  -0.152  0.394  -0.795
N  -2.198  1.418  1.877
N  1.934  -0.664  0.621
H  -3.408  0.524  -0.610
H  -1.610  -0.203  -2.396
H  3.119  0.051  -0.917
H  2.165  1.239  -0.157
H  1.035  0.008  -2.306
H  1.349  -2.207  -0.801
H  2.122  -2.723  0.680
H  0.431  -2.005  0.658
H  -3.174  1.497  1.917
H  -1.757  1.717  2.695
H  1.167  -0.107  1.501

Charges in e, computed with Löwdin, in the same order as the atoms: C 0.065; C -0.013; C -0.258; C -0.173; C 0.078; C -0.144; N 0.094; N -0.109; N 0.238; N -0.140; H 0.120; H 0.186; H 0.126; H 0.105; H 0.110; H 0.086; H 0.092; H 0.061; H 0.121; H 0.120; H 0.236



Of them, arrangement ii has the lowest stability.



Arrangement i

Molecular formula: C4H3N3
Method: DFT, the ωB97M-V functional and the def2-TZVPD basis

Properties
Structure (SMILES)   [H]/N=C(\C#N)N1C=C1
HOMO level (spin up / spin down)   -9.276 / -9.277 eV

Element x y z (Å)
N  3.091  -0.794  0.241
C  2.006  -0.415  0.181
C  0.667  0.157  0.041
N  -0.397  -0.461  0.699
C  -1.572  -1.025  0.044
C  -1.688  0.240  0.164
N  0.461  1.305  -0.476
H  -1.933  -2.025  -0.081
H  -1.941  1.275  0.003
H  1.308  1.741  -0.815

Charges in e, computed with Löwdin, in the same order as the atoms: N 0.156; C -0.137; C -0.457; N -0.002; C -0.022; C 0.036; N 0.153; H 0.102; H 0.104; H 0.067



Arrangement ii

Molecular formula: C4H3N3
Method: DFT, the ωB97M-V functional and the def2-TZVPD basis

Properties
HOMO level   -8.429 eV

Element x y z (Å)
C  0.060  1.348  0.123
C  0.097  -1.349  -0.140
C  1.162  0.660  0.369
C  1.178  -0.639  -0.412
N  -1.087  1.128  -0.380
N  -1.041  -1.140  0.391
N  -1.697  -0.024  -0.002
H  2.001  0.981  0.961
H  2.035  -0.940  -0.988
H  -2.708  -0.026  0.078

Charges in e, computed with Löwdin, in the same order as the atoms: C -0.076; C -0.073; C -0.089; C -0.088; N 0.042; N 0.041; N -0.070; H 0.086; H 0.085; H 0.143



Arrangement iii

Molecular formula: C4H3N3
Method: DFT, the ωB97M-V functional and the def2-TZVPD basis

Properties
Structure (SMILES)   C#Cc1nc[nH]n1
HOMO level   -9.500 eV

Element x y z (Å)
C  0.861  -2.767  0.638
C  0.609  -1.632  0.318
C  0.148  -0.313  0.022
C  -1.147  1.328  -0.276
H  1.123  -3.773  0.836
H  -1.977  1.986  -0.453
H  0.470  2.666  -0.535
N  -1.174  0.033  -0.074
N  0.124  1.748  -0.326
N  0.963  0.724  -0.150

Charges in e, computed with Löwdin, in the same order as the atoms: C 0.129; C -0.061; C -0.398; C -0.177; H 0.025; H 0.117; H 0.149; N 0.117; N 0.001; N 0.097



Of them, arrangement ii has the lowest stability.



Arrangement i

Molecular formula: C4H3N3
Method: DFT, the ωB97M-V functional and the def2-TZVPD basis

Properties
HOMO level   -9.998 eV

Element x y z (Å)
C  1.999  -0.085  -0.178
C  1.578  -0.382  1.004
C  0.240  -0.178  0.563
C  -0.150  0.937  -0.282
N  -1.408  0.610  -0.827
N  -1.744  -0.543  -0.443
N  -0.777  -1.043  0.402
H  1.075  0.700  -0.938
H  0.040  1.979  -0.035
H  -0.854  -1.994  0.733

Charges in e, computed with Löwdin, in the same order as the atoms: C 0.095; C -0.082; C -0.393; C -0.173; N 0.019; N 0.024; N 0.080; H 0.136; H 0.134; H 0.161



Arrangement ii

Molecular formula: C4H3N3
Method: DFT, the ωB97M-V functional and the def2-TZVPD basis

Properties
Structure (SMILES)   N#C[C@H]1C=CN=N1
HOMO level   -9.848 eV

Element x y z (Å)
C  -1.582  -0.787  -0.010
C  0.510  -0.139  -0.683
C  0.976  1.030  -0.089
C  -0.279  -0.758  0.391
N  -2.557  -0.624  -0.646
N  0.773  1.248  1.231
N  0.375  0.243  1.732
H  0.501  -0.187  -1.842
H  1.480  1.804  -0.668
H  -0.198  -1.831  0.585

Charges in e, computed with Löwdin, in the same order as the atoms: C -0.253; C -0.025; C -0.157; C -0.261; N 0.175; N -0.013; N 0.134; H 0.158; H 0.101; H 0.141



Of them, arrangement i has the lowest stability.